This record from the OMol25 dataset describes a cluster of 9 separate species, C48H86Cl2F4N3O18S10 in total in a non-equilibrium geometry. The level of theory is the ωB97M-V functional and the def2-TZVPD basis.

Last column: Mulliken charge in e.
Atoms and positions in Å:
C: -0.413 -2.122 4.441  -0.456
O: -0.194 -1.066 5.406  -0.260
C: 0.833 -1.366 6.308  -0.874
N: 2.195 -1.037 5.777  0.409
C: 3.117 -1.929 5.999  0.153
S: 4.677 -1.430 5.282  -0.269
C: 3.752 -0.319 4.094  1.821
C: 3.002 -1.138 2.971  -1.087
C: 2.181 -0.150 2.009  -0.563
C: 2.241 -0.575 0.488  -1.312
C: 2.666 0.660 -0.442  0.363
S: 3.724 -0.046 -1.811  -0.349
C: 2.447 -0.512 -2.998  0.250
N: 2.304 -0.242 -4.285  -0.618
N: 1.111 -0.845 -4.596  0.066
C: 0.585 -1.420 -3.531  0.116
O: 1.431 -1.239 -2.442  -0.206
C: 4.889 0.605 3.521  0.551
F: 6.018 0.428 4.327  -0.378
F: 4.609 1.931 3.466  -0.208
C: 5.397 0.199 2.076  0.463
F: 6.428 1.090 1.809  -0.328
F: 5.976 -1.044 2.066  -0.257
C: 2.586 0.190 4.982  -1.133
C: 2.709 1.311 6.080  -0.021
Cl: 4.369 1.856 6.541  -0.127
C: 1.810 2.563 5.717  -0.333
C: 0.310 2.140 6.035  -0.881
Cl: 1.861 2.949 3.957  0.095
H: -1.453 -2.504 4.600  0.292
H: -0.366 -1.711 3.404  0.188
H: 0.280 -2.984 4.572  0.179
H: 0.765 -2.442 6.588  0.587
H: 0.663 -0.735 7.217  0.278
H: 2.955 -2.863 6.567  0.440
H: 2.248 -1.830 3.394  0.483
H: 3.693 -1.799 2.397  0.713
H: 2.609 0.873 2.145  0.170
H: 1.106 -0.164 2.320  0.379
H: 2.952 -1.426 0.345  0.423
H: 1.223 -0.898 0.179  0.505
H: 1.771 1.065 -0.968  -1.133
H: 3.221 1.425 0.144  1.038
H: -0.357 -1.978 -3.352  0.644
H: 4.648 0.364 1.276  -0.127
H: 1.600 0.432 4.502  -0.008
H: 2.261 0.920 7.027  0.396
H: 2.028 3.412 6.397  0.495
H: -0.078 1.516 5.188  0.199
H: 0.224 1.511 6.949  0.134
H: -0.355 3.015 6.179  0.268
C: 5.193 -6.595 3.429  -0.714
C: 4.875 -6.333 1.954  -0.613
C: 3.405 -5.910 1.869  -0.690
S: 3.014 -5.141 3.439  0.938
O: 2.039 -5.953 4.123  -0.747
O: 2.821 -3.714 3.242  -0.514
C: 4.611 -5.412 4.194  -0.563
H: 6.265 -6.694 3.601  0.365
H: 4.712 -7.522 3.752  0.320
H: 5.513 -5.527 1.582  0.289
H: 5.067 -7.212 1.338  0.352
H: 3.237 -5.193 1.066  0.306
H: 2.747 -6.769 1.743  0.381
H: 4.489 -5.605 5.259  0.469
H: 5.209 -4.512 4.041  0.276
C: -4.265 -4.061 -5.250  -0.644
C: -5.464 -3.841 -4.322  -0.808
C: -4.964 -3.042 -3.114  -0.457
S: -3.574 -2.075 -3.697  1.642
O: -2.371 -2.537 -3.034  -0.781
O: -3.941 -0.678 -3.722  -0.758
C: -3.574 -2.709 -5.359  -0.741
H: -4.571 -4.434 -6.228  0.405
H: -3.585 -4.794 -4.807  0.261
H: -6.233 -3.271 -4.849  0.320
H: -5.912 -4.785 -4.011  0.343
H: -5.728 -2.374 -2.727  0.077
H: -4.609 -3.697 -2.320  0.360
H: -2.551 -2.778 -5.727  0.330
H: -4.151 -2.020 -5.977  0.357
C: 2.526 -3.708 -7.028  -0.570
C: 2.652 -5.080 -7.699  -0.765
C: 1.303 -5.397 -8.351  -0.691
S: 0.558 -3.817 -8.756  1.132
O: -0.627 -3.642 -7.958  -0.565
O: 0.545 -3.650 -10.187  -0.707
C: 1.853 -2.806 -8.057  0.088
H: 3.496 -3.313 -6.725  0.445
H: 1.901 -3.789 -6.134  0.144
H: 3.430 -5.042 -8.465  0.329
H: 2.935 -5.853 -6.984  0.378
H: 1.421 -5.980 -9.263  0.368
H: 0.638 -5.918 -7.662  0.367
H: 1.426 -1.903 -7.624  -0.356
H: 2.542 -2.548 -8.863  0.414
C: 1.857 5.854 1.237  -0.219
C: 1.609 5.835 -0.271  -0.207
C: 0.136 6.163 -0.500  -0.512
S: -0.370 7.182 0.887  1.149
O: -1.349 6.453 1.661  -0.661
O: -0.604 8.531 0.434  -0.694
C: 1.194 7.123 1.756  -0.924
H: 2.922 5.834 1.472  0.469
H: 1.393 4.974 1.692  0.017
H: 2.235 6.591 -0.754  0.317
H: 1.866 4.873 -0.707  -0.066
H: -0.014 6.713 -1.426  0.468
H: -0.480 5.267 -0.499  0.064
H: 1.021 7.114 2.831  0.439
H: 1.766 8.008 1.476  0.380
C: -3.416 5.493 10.154  -0.598
C: -3.327 6.064 8.736  -0.692
C: -2.038 5.528 8.105  -0.624
S: -1.711 3.953 8.897  1.220
O: -0.491 4.064 9.660  -0.697
O: -1.921 2.885 7.944  -0.652
C: -3.095 4.008 10.025  -0.753
H: -4.401 5.652 10.594  0.352
H: -2.677 5.981 10.796  0.292
H: -4.189 5.728 8.153  0.310
H: -3.340 7.154 8.738  0.335
H: -2.146 5.376 7.032  0.354
H: -1.192 6.186 8.303  0.422
H: -2.821 3.543 10.970  0.409
H: -3.921 3.466 9.564  0.336
C: -0.291 0.811 -3.531  0.158
C: -1.601 1.155 -2.817  -0.852
C: -1.298 2.281 -1.821  -1.024
S: 0.093 3.188 -2.502  1.202
O: 1.230 3.019 -1.618  -0.642
O: -0.354 4.489 -2.934  -0.685
C: 0.326 2.145 -3.931  -1.348
H: -0.459 0.173 -4.399  0.787
H: 0.377 0.279 -2.843  -0.367
H: -2.335 1.498 -3.549  0.349
H: -2.025 0.286 -2.311  0.241
H: -2.144 2.956 -1.704  0.688
H: -1.000 1.887 -0.849  0.370
H: 1.387 2.074 -4.168  0.589
H: -0.214 2.592 -4.759  0.582
C: -0.221 1.079 -10.021  -0.863
C: 0.887 0.476 -9.152  -0.216
C: 1.127 1.436 -7.983  -0.080
S: -0.428 2.285 -7.706  1.085
O: -0.251 3.682 -8.009  -0.724
O: -0.999 1.839 -6.453  -0.549
C: -1.314 1.518 -9.054  -0.780
H: -0.598 0.362 -10.751  0.408
H: 0.166 1.944 -10.566  0.349
H: 0.562 -0.496 -8.770  -0.211
H: 1.803 0.314 -9.721  0.497
H: 1.414 0.905 -7.076  -0.135
H: 1.879 2.186 -8.227  0.407
H: -2.014 2.229 -9.488  0.465
H: -1.852 0.658 -8.652  0.320
C: -7.445 -0.711 2.331  -0.583
C: -7.440 0.093 1.027  -0.703
C: -6.247 -0.390 0.195  -0.489
S: -5.958 -2.093 0.675  1.166
O: -4.673 -2.176 1.327  -0.653
O: -6.320 -2.966 -0.417  -0.658
C: -7.234 -2.165 1.923  -0.743
H: -8.376 -0.582 2.883  0.351
H: -6.623 -0.380 2.972  0.279
H: -8.369 -0.094 0.481  0.317
H: -7.380 1.165 1.213  0.334
H: -6.456 -0.348 -0.873  0.241
H: -5.346 0.180 0.419  0.403
H: -6.912 -2.801 2.746  0.402
H: -8.131 -2.577 1.458  0.340

HOMO-LUMO gap: 7.10 eV
total charge: +1
LUMO level: -0.135 Eh

***

This record from the OMol25 dataset describes a cluster of 10 separate species, C48H86F18O24 in total in a non-equilibrium geometry. The level of theory is the ωB97M-V functional and the def2-TZVPD basis.

Last column: Mulliken charge in e.
Atoms and positions in Å:
C: -16.755 11.592 -3.132  -0.736
O: -16.035 11.800 -1.881  -0.304
C: -14.711 11.295 -1.882  -0.244
C: -14.099 11.718 -0.502  -0.633
O: -12.642 11.626 -0.403  -0.304
C: -11.892 12.531 -1.256  -0.506
C: -10.511 12.754 -0.604  -0.584
O: -10.557 13.714 0.366  -0.309
C: -9.384 13.721 1.132  -0.731
H: -16.825 10.550 -3.443  0.293
H: -16.369 12.240 -3.918  0.287
H: -17.789 11.899 -2.977  0.252
H: -14.090 11.555 -2.739  0.392
H: -14.824 10.214 -1.799  0.203
H: -14.478 11.097 0.310  0.336
H: -14.449 12.704 -0.195  0.339
H: -12.398 13.471 -1.475  0.374
H: -11.803 11.947 -2.172  0.345
H: -9.736 12.952 -1.344  0.358
H: -10.261 11.809 -0.122  0.322
H: -9.443 12.904 1.851  0.276
H: -9.475 14.626 1.733  0.264
H: -8.437 13.633 0.600  0.312
C: -14.292 5.411 -3.806  -0.636
O: -14.981 4.276 -3.400  -0.376
C: -14.448 3.478 -2.337  -0.685
C: -14.400 4.247 -0.995  -0.431
O: -13.173 5.017 -0.740  -0.352
C: -13.271 5.847 0.384  -0.569
C: -13.094 5.117 1.793  -0.230
O: -11.729 4.676 1.855  -0.314
C: -11.146 4.245 3.141  -0.745
H: -14.027 6.210 -3.113  0.236
H: -14.938 5.880 -4.549  0.263
H: -13.369 5.112 -4.303  0.291
H: -13.448 3.113 -2.572  0.327
H: -14.913 2.496 -2.246  0.368
H: -14.663 3.605 -0.154  0.410
H: -15.290 4.877 -0.982  0.377
H: -14.146 6.488 0.268  0.415
H: -12.425 6.531 0.307  0.259
H: -13.711 4.238 1.975  0.207
H: -13.354 5.766 2.629  0.367
H: -11.661 3.372 3.544  0.306
H: -11.075 5.025 3.899  0.269
H: -10.171 3.895 2.801  0.245
C: -14.076 2.787 8.576  -0.862
O: -14.898 3.489 7.707  -0.175
C: -16.026 2.735 7.393  -0.805
C: -16.762 3.289 6.175  -0.455
O: -17.789 4.280 6.480  -0.433
C: -17.357 5.452 7.219  -0.449
C: -16.447 6.360 6.441  -0.379
O: -16.817 6.984 5.200  -0.427
C: -17.424 6.199 4.206  -0.565
H: -13.207 3.388 8.843  0.244
H: -13.599 1.927 8.106  0.334
H: -14.614 2.511 9.483  0.317
H: -16.669 2.504 8.243  0.415
H: -15.699 1.735 7.107  0.560
H: -17.197 2.471 5.602  0.457
H: -16.122 3.725 5.408  0.149
H: -16.910 5.156 8.168  0.321
H: -18.203 6.050 7.556  0.401
H: -15.590 5.757 6.142  0.248
H: -16.045 7.179 7.037  0.405
H: -16.942 5.241 4.012  0.122
H: -17.356 6.653 3.218  0.311
H: -18.504 6.058 4.258  0.266
C: -21.500 2.129 11.806  -0.688
O: -22.295 0.983 11.527  -0.273
C: -21.719 -0.148 12.183  -0.612
C: -22.515 -0.497 13.408  -0.458
O: -23.850 -0.906 13.027  -0.204
C: -24.770 -1.258 14.069  -0.601
C: -26.111 -1.667 13.398  -0.515
O: -26.070 -2.998 12.831  -0.336
C: -27.132 -3.202 11.887  -0.701
H: -21.483 2.279 12.885  0.289
H: -21.969 3.027 11.404  0.231
H: -20.489 1.997 11.422  0.274
H: -20.649 -0.182 12.387  0.417
H: -21.948 -1.050 11.615  0.297
H: -22.570 0.427 13.984  0.273
H: -22.037 -1.316 13.946  0.360
H: -24.966 -0.425 14.744  0.356
H: -24.351 -2.044 14.698  0.345
H: -26.342 -0.905 12.654  0.317
H: -26.907 -1.645 14.142  0.392
H: -27.091 -4.228 11.518  0.258
H: -27.027 -2.615 10.974  0.286
H: -28.068 -3.014 12.413  0.293
C: -14.789 -6.227 2.549  -1.066
C: -16.137 -5.800 3.227  -0.244
O: -16.220 -6.186 4.564  -0.266
C: -16.139 -5.306 5.630  0.384
O: -15.648 -4.180 5.590  -0.520
C: -16.727 -5.827 6.972  0.861
F: -15.737 -6.379 7.640  -0.250
F: -17.255 -4.859 7.713  -0.238
F: -17.600 -6.737 6.752  -0.233
H: -13.898 -5.837 3.042  0.311
H: -14.794 -5.903 1.508  0.368
H: -14.835 -7.303 2.381  0.288
H: -16.981 -6.237 2.694  0.292
H: -16.212 -4.713 3.204  0.314
C: -19.321 -0.769 0.233  -1.063
C: -18.959 -0.084 1.614  -0.257
O: -20.145 0.406 2.228  -0.282
C: -20.623 1.603 1.944  0.359
O: -20.018 2.490 1.266  -0.567
C: -21.880 2.007 2.633  0.913
F: -22.365 1.000 3.356  -0.243
F: -21.601 3.006 3.392  -0.232
F: -22.735 2.494 1.720  -0.252
H: -19.932 -0.102 -0.375  0.323
H: -19.846 -1.715 0.367  0.301
H: -18.384 -0.910 -0.307  0.349
H: -18.301 0.756 1.393  0.315
H: -18.390 -0.753 2.260  0.333
C: -26.697 3.027 8.945  -1.031
C: -26.875 3.932 7.707  -0.257
O: -25.703 4.795 7.534  -0.277
C: -25.622 6.016 8.178  0.425
O: -26.459 6.345 9.021  -0.534
C: -24.389 6.959 7.748  0.780
F: -24.843 8.058 7.176  -0.218
F: -23.621 7.282 8.843  -0.247
F: -23.610 6.237 6.954  -0.223
H: -26.571 3.590 9.869  0.296
H: -25.842 2.370 8.784  0.288
H: -27.582 2.429 9.165  0.364
H: -27.713 4.612 7.857  0.312
H: -27.070 3.444 6.751  0.322
C: -13.093 12.347 5.663  -1.139
C: -12.193 11.163 5.355  -0.157
O: -12.121 10.349 6.507  -0.236
C: -11.214 10.584 7.521  0.389
O: -10.328 11.490 7.490  -0.550
C: -11.446 9.765 8.846  0.813
F: -12.490 8.964 8.718  -0.238
F: -10.388 9.016 9.147  -0.235
F: -11.786 10.562 9.839  -0.243
H: -13.260 12.942 4.765  0.377
H: -12.775 12.993 6.482  0.309
H: -14.043 11.946 6.017  0.317
H: -11.200 11.432 4.994  0.362
H: -12.681 10.556 4.593  0.230
C: -20.709 13.233 1.528  -1.102
C: -19.555 12.472 2.133  -0.195
O: -19.397 12.598 3.565  -0.308
C: -20.229 11.980 4.384  0.491
O: -21.053 11.124 3.960  -0.576
C: -20.045 12.356 5.859  0.775
F: -21.203 12.700 6.383  -0.241
F: -19.539 11.358 6.586  -0.229
F: -19.221 13.394 5.970  -0.248
H: -21.617 12.803 1.950  0.302
H: -20.736 13.171 0.440  0.351
H: -20.707 14.269 1.868  0.309
H: -18.620 12.721 1.631  0.349
H: -19.630 11.405 1.926  0.322
C: -3.683 2.303 14.356  -1.019
C: -4.441 1.035 13.823  -0.260
O: -5.417 1.580 12.904  -0.291
C: -5.226 1.598 11.503  0.374
O: -4.137 1.461 10.946  -0.514
C: -6.516 2.015 10.825  0.854
F: -6.773 1.049 9.865  -0.257
F: -7.604 2.145 11.587  -0.214
F: -6.323 3.154 10.100  -0.237
H: -4.387 3.101 14.591  0.305
H: -2.932 2.596 13.622  0.282
H: -3.152 2.047 15.273  0.362
H: -4.967 0.433 14.564  0.309
H: -3.803 0.396 13.212  0.306

HOMO-LUMO gap: 9.33 eV
LUMO level: 0.005 Eh
SMILES: CCOC(=O)C(F)(F)F.CCOC(=O)C(F)(F)F.CCOC(=O)C(F)(F)F.CCOC(=O)C(F)(F)F.CCOC(=O)C(F)(F)F.CCOC(=O)C(F)(F)F.COCCOCCOC.COCCOCCOC.COCCOCCOC.COCCOCCOC